(1)
This record from the OMol25 dataset describes 4 unconnected molecules or ions with the total composition C3H15N2O3. The level of theory is wB97M-V/def2-TZVPD.

Calculated values
Net charge: +1
HOMO-LUMO gap: 11.62 eV
LUMO level: -2.593 eV

The geometry in XYZ format:
```
23
C3H15N2O3 (wB97M-V/def2-TZVPD)
C -2.197 -0.838 -1.612
C -1.587 0.285 -0.805
N -0.260 -0.051 -0.226
C 0.092 -1.220 0.198
N 1.361 -1.478 0.461
H -2.650 -1.597 -0.960
H -3.075 -0.480 -2.145
H -1.457 -1.383 -2.196
H -1.404 1.162 -1.417
H -2.232 0.586 0.021
H 0.349 0.757 -0.286
H -0.589 -2.026 0.409
H 2.091 -0.785 0.408
H 1.667 -2.354 0.858
H 1.553 2.758 -0.883
H 1.150 2.855 -2.357
O 0.857 2.491 -1.513
H 1.673 3.124 1.296
H 3.102 3.338 1.000
O 2.384 2.731 0.766
H -0.681 -2.557 3.175
H -2.049 -2.471 2.532
O -1.114 -2.566 2.312
```


(2)
This record from the OMol25 dataset describes 3 unconnected molecules or ions with the total composition C3H15N2O3. The level of theory is wB97M-V/def2-TZVPD.

Calculated values
Net charge: +1
HOMO-LUMO gap: 11.24 eV
LUMO level: -2.768 eV

The geometry in XYZ format:
```
23
C3H15N2O3 (wB97M-V/def2-TZVPD)
N 0.365 -0.477 0.463
C -0.344 0.839 0.052
C 0.753 1.834 -0.276
O 1.849 1.570 0.590
C -1.042 0.511 -1.310
N -2.200 -0.345 -1.248
H 1.146 -0.220 1.086
H 0.651 -1.020 -0.355
H -0.368 -1.062 0.924
H -1.000 1.123 0.854
H 0.453 2.870 -0.278
H 1.158 1.700 -1.299
H 2.571 2.193 0.361
H -1.350 1.495 -1.742
H -0.265 0.180 -1.980
H -3.008 0.099 -0.785
H -2.579 -0.556 -2.155
H -2.279 -2.790 1.191
H -2.009 -1.699 0.127
O -2.042 -1.861 1.089
H 3.806 -0.939 1.622
H 2.611 -1.968 1.858
O 3.123 -1.477 1.211
```


Referenced to the most stable arrangement, the calculated values in hartree are (1) 0.0000; (2) 0.0289.


(1)
This record from the OMol25 dataset describes 4 unconnected molecules or ions with the total composition CH11N3O3. The level of theory is wB97M-V/def2-TZVPD.

Calculated values
HOMO-LUMO gap: 9.12 eV
LUMO level: 0.577 eV

The geometry in XYZ format:
```
18
CH11N3O3 (wB97M-V/def2-TZVPD)
N -0.442 -1.649 0.655
C 0.486 -0.759 0.241
N 1.482 -1.184 -0.583
N 0.229 0.521 0.540
H -0.346 -2.634 0.464
H -1.346 -1.207 0.743
H 2.399 -0.778 -0.460
H 1.433 -2.158 -0.836
H 0.622 0.657 1.475
H -3.349 0.109 0.073
H -4.048 -1.058 -0.682
O -3.214 -0.595 -0.584
H 3.494 1.870 0.660
H 2.118 1.182 0.418
O 3.087 1.059 0.347
H -0.507 2.671 -1.352
H -0.912 1.526 -0.402
O -1.186 2.427 -0.716
```


(2)
This record from the OMol25 dataset describes 4 unconnected molecules or ions with the total composition CH11N3O3. The level of theory is wB97M-V/def2-TZVPD.

Calculated values
HOMO-LUMO gap: 10.31 eV
LUMO level: 0.665 eV

The geometry in XYZ format:
```
18
CH11N3O3 (wB97M-V/def2-TZVPD)
N 0.020 -1.338 0.956
C 0.682 -0.259 0.466
N 1.925 0.046 1.062
N 0.201 0.494 -0.476
H 0.426 -1.502 1.861
H -0.872 -1.354 0.489
H 2.614 0.346 0.387
H 2.299 -0.705 1.627
H 0.723 1.351 -0.613
H -2.702 -0.462 0.664
H -4.042 -0.250 1.290
O -3.140 -0.453 1.524
H 3.376 0.149 -2.497
H 2.190 0.431 -1.584
O 3.145 0.553 -1.658
H -2.828 1.461 -1.484
H -1.531 0.852 -0.910
O -2.486 0.640 -1.103
```


Referenced to the most stable arrangement, the calculated values in hartree are (1) 0.0236; (2) 0.0000.


(1)
This record from the OMol25 dataset describes 2 unconnected molecules or ions with the total composition C4H8O3S. The level of theory is wB97M-V/def2-TZVPD.

Calculated values
HOMO-LUMO gap: 9.59 eV
LUMO level: 0.451 eV

The geometry in XYZ format:
```
16
C4H8O3S (wB97M-V/def2-TZVPD)
C 3.108 -0.133 0.510
C 2.577 0.797 1.299
C -1.360 -1.751 -2.282
C -2.231 -1.438 -1.112
O 0.213 0.892 0.925
O 1.167 1.798 3.187
O -1.813 -1.131 0.016
S 1.039 0.666 2.307
H 3.916 0.145 -0.141
H 2.737 -1.169 0.493
H 2.982 1.890 1.220
H -0.289 -1.958 -1.867
H -1.291 -0.959 -3.027
H -1.763 -2.672 -2.845
H -3.364 -1.491 -1.289
H -0.708 0.547 0.757
```


(2)
This record from the OMol25 dataset describes 2 unconnected molecules or ions with the total composition C4H8O3S. The level of theory is wB97M-V/def2-TZVPD.

Calculated values
HOMO-LUMO gap: 9.47 eV
LUMO level: -0.151 eV

The geometry in XYZ format:
```
16
C4H8O3S (wB97M-V/def2-TZVPD)
C -4.471 0.172 -0.147
C 0.626 1.161 1.068
C 1.493 -0.472 -0.650
C 0.859 -0.075 0.636
O -5.321 0.487 0.661
O -2.578 -0.182 -1.519
O -2.567 -1.296 0.821
S -2.650 0.051 0.227
H -4.551 -0.317 -1.112
H -1.766 0.086 -1.980
H -0.143 1.207 1.826
H 1.058 2.068 0.549
H 2.022 -1.361 -0.588
H 2.199 0.312 -1.082
H 0.660 -0.314 -1.463
H 0.336 -0.929 1.202
```


(3)
This record from the OMol25 dataset describes a single C4H8O3S molecule. The level of theory is wB97M-V/def2-TZVPD.

Calculated values
HOMO-LUMO gap: 9.49 eV
LUMO level: -0.088 eV

The geometry in XYZ format:
```
16
C4H8O3S (wB97M-V/def2-TZVPD)
C 2.352 -1.002 -0.238
C -1.132 -0.597 -1.015
C -1.379 0.723 1.177
C -0.544 -0.242 0.302
O 2.268 -1.725 0.701
O 1.224 1.200 -1.521
O 1.794 1.327 0.839
S 1.163 0.591 -0.189
H 3.096 -0.801 -1.031
H -0.400 -1.095 -1.577
H -2.125 -1.053 -1.032
H -1.296 0.409 -1.504
H -1.656 1.655 0.657
H -0.786 1.239 1.984
H -2.290 0.506 1.616
H -0.288 -1.134 0.830
```


Referenced to the most stable arrangement, the calculated values in hartree are (1) 0.0081; (2) 0.0326; (3) 0.0000.


(1)
This record from the OMol25 dataset describes 2 unconnected molecules or ions with the total composition C2H3Cl3N2. The level of theory is wB97M-V/def2-TZVPD.

Calculated values
HOMO-LUMO gap (spin up / spin down): 7.62 / 7.63 eV
LUMO level (spin up / spin down): -1.645 / -1.642 eV

The geometry in XYZ format:
```
10
C2H3Cl3N2 (wB97M-V/def2-TZVPD)
C 0.245 0.346 -0.231
C -0.120 -0.858 0.034
N -2.308 -0.677 -0.560
N -2.672 0.448 -0.165
Cl -3.029 -2.155 -0.003
Cl -3.047 0.639 1.618
Cl -4.220 1.056 -0.968
H 1.219 0.769 -0.206
H -0.297 1.226 -0.485
H 0.049 -1.856 0.431
```


(2)
This record from the OMol25 dataset describes 2 unconnected molecules or ions with the total composition C2H3Cl3N2. The level of theory is wB97M-V/def2-TZVPD.

Calculated values
HOMO-LUMO gap (spin up / spin down): 8.15 / 7.82 eV
LUMO level (spin up / spin down): -1.259 / -1.092 eV

The geometry in XYZ format:
```
10
C2H3Cl3N2 (wB97M-V/def2-TZVPD)
C -1.850 -0.503 -0.120
C -1.080 0.612 0.010
N 0.067 0.698 -0.644
N 2.020 -1.113 0.309
Cl 1.023 2.030 -0.340
Cl 2.484 0.006 1.446
Cl 3.053 -1.251 -0.974
H -2.801 -0.574 0.373
H -1.498 -1.340 -0.695
H -1.419 1.438 0.635
```


Referenced to the most stable arrangement, the calculated values in hartree are (1) 0.0736; (2) 0.0000.


(1)
This record from the OMol25 dataset describes a molecular structure, C3H8O4. The level of theory is wB97M-V/def2-TZVPD.

Calculated values
HOMO-LUMO gap: 8.59 eV
LUMO level: 0.210 eV

The geometry in XYZ format:
```
15
C3H8O4 (wB97M-V/def2-TZVPD)
C 0.412 0.398 -0.354
C -0.198 -0.886 -0.346
C -0.290 1.684 -0.139
O 1.710 0.477 -0.633
O 0.089 -0.304 2.103
O 0.565 -1.871 -1.004
O -1.538 -0.906 -0.710
H 1.995 -0.427 -0.886
H 0.665 0.021 2.809
H 0.048 -2.141 -1.780
H -2.057 -1.046 0.095
H 0.001 -1.034 1.138
H -0.505 2.133 -1.116
H 0.335 2.364 0.441
H -1.233 1.539 0.384
```


(2)
This record from the OMol25 dataset describes 2 unconnected molecules or ions with the total composition C3H8O4. The level of theory is wB97M-V/def2-TZVPD.

Calculated values
HOMO-LUMO gap (spin up / spin down): 9.20 / 9.21 eV
LUMO level (spin up / spin down): -0.055 / -0.054 eV

The geometry in XYZ format:
```
15
C3H8O4 (wB97M-V/def2-TZVPD)
C 0.390 1.038 -1.967
C -0.011 0.436 1.350
C -0.531 -1.452 -0.017
O 1.459 1.240 -1.331
O 2.175 0.218 -0.921
O -0.648 -0.042 0.133
O -0.701 0.045 2.482
H -1.613 0.358 2.424
H -0.182 1.929 -2.182
H 0.158 0.093 -2.446
H 0.025 1.528 1.227
H 1.005 0.033 1.439
H -1.166 -1.738 -0.854
H 0.513 -1.714 -0.218
H -0.872 -1.970 0.882
```


Referenced to the most stable arrangement, the calculated values in hartree are (1) 0.0000; (2) 0.0995.


(1)
This record from the OMol25 dataset describes 2 unconnected molecules or ions with the total composition C3H3IO2. The level of theory is wB97M-V/def2-TZVPD.

Calculated values
HOMO-LUMO gap: 8.35 eV
LUMO level: -0.697 eV

The geometry in XYZ format:
```
9
C3H3IO2 (wB97M-V/def2-TZVPD)
C -0.316 -1.502 -0.601
C 0.849 1.445 -0.135
C -0.941 -0.738 0.254
O 0.281 -2.250 -1.238
O 0.008 2.183 -0.430
I -0.555 -0.739 2.328
H 1.241 1.256 0.897
H 1.328 0.710 -0.857
H -1.893 -0.366 -0.217
```


(2)
This record from the OMol25 dataset describes 2 unconnected molecules or ions with the total composition C3H3IO2. The level of theory is wB97M-V/def2-TZVPD.

Calculated values
HOMO-LUMO gap: 8.04 eV
LUMO level: 0.101 eV

The geometry in XYZ format:
```
9
C3H3IO2 (wB97M-V/def2-TZVPD)
C 0.400 0.252 -0.447
C -1.617 0.831 0.420
C 1.027 -0.941 0.165
O 0.694 0.967 -1.310
O -2.098 0.126 1.251
I -2.124 2.524 -0.636
H 0.316 -1.690 0.062
H 1.482 -0.959 1.044
H 1.920 -1.110 -0.548
```


(3)
This record from the OMol25 dataset describes a single C3H3IO2 molecule. The level of theory is wB97M-V/def2-TZVPD.

Calculated values
HOMO-LUMO gap: 9.12 eV
LUMO level: -0.526 eV

The geometry in XYZ format:
```
9
C3H3IO2 (wB97M-V/def2-TZVPD)
C 1.790 -0.838 0.798
C 0.968 -0.130 0.269
C -0.132 0.805 -0.231
O -1.536 -1.017 0.075
O -1.186 0.095 -0.753
I 0.646 1.829 -2.144
H 2.382 -1.350 1.427
H -0.410 1.574 0.374
H -2.522 -0.968 0.184
```


Referenced to the most stable arrangement, the calculated values in hartree are (1) 0.0000; (2) 0.0088; (3) 0.1200.